{
  "formula": "C19H25BaIN4O3S",
  "method": "ωB97M-V with the def2-TZVPD basis set",
  "molar_mass_da": 653.73,
  "gap_ha": 0.2993,
  "de_lowest_kj_mol": 169.8,
  "homo_energy_ev": -8.1,
  "multiplicity": 1,
  "species": ["Ba", "C", "C", "N", "C", "C", "C", "O", "C", "C", "N", "C", "C", "C", "C", "C", "C", "I", "C", "O", "H", "H", "H", "H", "H", "H", "H", "H", "H", "H", "H", "H", "N", "C", "N", "S", "H", "H", "H", "H", "C", "C", "C", "C", "O", "H", "H", "H", "H", "H", "H", "H", "H", "H"],
  "coordinates": [[-0.221, -1.446, -0.675], [3.996, -2.224, 1.633], [3.806, -0.777, 1.292], [4.759, 0.036, 1.696], [4.699, 1.319, 1.384], [3.672, 1.855, 0.625], [3.661, 3.318, 0.266], [3.688, 3.564, -1.128], [2.654, 1.005, 0.184], [1.646, 1.573, -0.723], [0.570, 2.102, -0.326], [-0.229, 2.862, -1.157], [0.317, 3.995, -1.766], [-0.485, 4.853, -2.491], [-1.831, 4.570, -2.664], [-2.378, 3.434, -2.090], [-1.591, 2.601, -1.316], [-2.370, 0.794, -0.477], [2.675, -0.366, 0.535], [1.738, -1.196, 0.178], [4.976, -2.363, 2.079], [3.925, -2.812, 0.721], [3.232, -2.554, 2.337], [5.517, 1.924, 1.753], [4.510, 3.819, 0.751], [2.728, 3.769, 0.614], [4.485, 3.161, -1.490], [1.912, 1.558, -1.794], [1.373, 4.187, -1.630], [-0.048, 5.737, -2.932], [-2.454, 5.232, -3.244], [-3.420, 3.191, -2.239], [1.828, -4.157, 0.497], [2.004, -4.637, -0.743], [2.794, -5.713, -0.915], [1.234, -3.977, -2.065], [2.417, -4.513, 1.235], [1.579, -3.170, 0.580], [3.254, -6.172, -0.148], [2.846, -6.135, -1.825], [-3.209, -3.839, -0.508], [-3.355, -2.500, 0.236], [-3.585, -2.760, 1.735], [-4.590, -1.776, -0.332], [-2.220, -1.726, 0.053], [-4.106, -4.437, -0.388], [-2.359, -4.398, -0.119], [-3.054, -3.654, -1.571], [-4.454, -3.394, 1.895], [-3.740, -1.811, 2.246], [-2.706, -3.241, 2.165], [-5.473, -2.405, -0.274], [-4.406, -1.513, -1.371], [-4.762, -0.864, 0.236]],
  "atomic_forces_ev_per_a": [[-0.32, -0.61, -3.26], [-0.08, 0.15, -0.14], [-0.18, -0.31, -0.06], [0.29, -0.16, 0.17], [-0.18, 0.34, -0.14], [0.17, 0.05, -0.03], [0.06, 0.03, 0.45], [0.06, -0.06, -0.41], [0.33, -0.68, 0.46], [-0.31, -0.02, -0.80], [0.46, -0.58, 1.06], [-0.47, 0.57, -0.72], [0.01, -0.20, 0.13], [-0.01, 0.01, -0.13], [0.01, 0.10, -0.04], [0.04, -0.03, 0.06], [-0.21, -0.49, 0.35], [-0.23, 2.07, -0.51], [1.25, 1.21, 0.46], [2.79, 0.08, 1.53], [0.02, 0.04, 0.05], [0.01, -0.16, 0.01], [-0.09, -0.15, 0.06], [-0.02, 0.22, -0.04], [-0.21, -0.04, 0.06], [0.13, 0.08, 0.06], [-0.03, 0.01, 0.00], [-0.09, 0.15, 0.08], [0.06, 0.07, -0.01], [-0.01, 0.07, -0.06], [-0.09, 0.09, -0.08], [-0.11, 0.03, 0.00], [0.10, -0.23, 0.25], [-0.08, -0.22, -0.23], [0.05, -0.03, 0.42], [-0.18, 0.11, -0.62], [-0.08, 0.09, 0.01], [0.42, -0.21, 0.00], [-0.01, 0.01, 0.03], [-0.06, 0.09, -0.01], [0.08, 0.36, 0.22], [-0.85, -0.35, 0.24], [0.19, 0.09, -0.38], [0.38, -0.16, 0.19], [-2.52, -1.15, 1.35], [-0.13, -0.20, -0.02], [0.11, -0.09, 0.02], [0.03, -0.02, -0.12], [-0.11, -0.09, 0.08], [-0.01, 0.06, 0.07], [0.01, -0.06, 0.03], [-0.18, -0.05, 0.02], [-0.06, 0.04, -0.15], [-0.15, 0.11, 0.01]]
}

***

{
  "formula": "C19H25CaCl3N4O5S",
  "method": "ωB97M-V with the def2-TZVPD basis set",
  "molar_mass_da": 567.94,
  "gap_ha": 0.2930,
  "de_lowest_kj_mol": 0.0,
  "homo_energy_ev": -7.5,
  "multiplicity": 1,
  "species": ["Ca", "Cl", "C", "C", "C", "Cl", "C", "O", "C", "Cl", "C", "H", "H", "C", "C", "N", "O", "C", "C", "N", "O", "H", "H", "H", "H", "H", "H", "H", "N", "C", "N", "C", "C", "O", "C", "C", "H", "H", "H", "H", "H", "H", "H", "H", "O", "S", "C", "C", "C", "C", "H", "H", "H", "H", "H", "H", "H", "H"],
  "coordinates": [[-0.059, -0.523, 0.201], [0.520, 2.557, 6.823], [0.478, 2.226, 5.121], [-0.268, 1.160, 4.648], [-0.284, 0.918, 3.289], [-1.264, -0.412, 2.719], [0.421, 1.677, 2.327], [0.411, 1.427, 1.069], [1.149, 2.758, 2.894], [2.027, 3.778, 1.805], [1.186, 3.034, 4.246], [-0.831, 0.533, 5.324], [1.761, 3.872, 4.612], [-0.876, -1.107, -4.707], [-0.336, -1.156, -3.299], [0.156, -0.132, -2.701], [0.163, 1.070, -3.410], [-0.426, -2.414, -2.557], [-0.680, -3.749, -3.189], [-0.280, -2.274, -1.281], [-0.381, -3.263, -0.447], [-1.512, -0.231, -4.852], [-1.480, -1.984, -4.912], [-0.073, -1.078, -5.449], [0.061, 0.886, -4.355], [-0.386, -3.780, -4.235], [-1.730, -4.037, -3.113], [-0.111, -4.499, -2.638], [-2.194, 0.467, -0.541], [-2.030, 1.535, -0.958], [-1.890, 2.753, -1.412], [-0.621, 3.467, -1.189], [-0.916, 4.958, -1.236], [-1.540, 5.318, -2.458], [-2.774, 4.654, -2.613], [-2.586, 3.140, -2.639], [0.083, 3.191, -1.979], [-0.207, 3.164, -0.226], [0.011, 5.527, -1.178], [-1.561, 5.242, -0.393], [-3.205, 5.000, -3.552], [-3.452, 4.923, -1.790], [-1.984, 2.849, -3.508], [-3.549, 2.631, -2.679], [1.578, -1.669, 1.171], [2.018, -3.090, 0.965], [0.938, -4.147, 1.985], [1.637, -4.387, 3.317], [3.128, -4.474, 2.997], [3.423, -3.262, 2.127], [0.787, -5.061, 1.413], [-0.015, -3.625, 2.033], [1.263, -5.289, 3.802], [1.454, -3.546, 3.991], [3.338, -5.396, 2.451], [3.753, -4.473, 3.891], [4.354, -3.315, 1.568], [3.401, -2.341, 2.710]],
  "atomic_forces_ev_per_a": [[-0.15, -0.13, -0.66], [0.00, 0.03, 0.16], [-0.08, -0.12, -0.11], [0.15, 0.21, 0.02], [0.09, 0.13, 0.10], [-0.21, -0.15, 0.15], [0.14, 0.25, 0.45], [-0.01, 0.23, -0.04], [-0.12, -0.12, 0.00], [0.08, 0.09, -0.11], [-0.06, -0.09, -0.05], [-0.02, -0.02, 0.03], [0.01, 0.01, 0.01], [0.07, 0.04, 0.08], [-0.07, 0.24, -0.33], [0.03, -0.10, 0.19], [-0.02, 0.15, -0.10], [0.05, -0.40, 0.18], [0.05, 0.04, 0.13], [-0.14, -0.08, -0.14], [-0.01, -0.09, -0.05], [0.00, 0.01, 0.02], [-0.01, -0.03, -0.01], [0.01, 0.02, -0.01], [0.01, -0.02, 0.04], [0.03, 0.01, -0.06], [-0.06, -0.01, -0.01], [-0.02, 0.00, 0.00], [-0.09, 0.05, 0.01], [-0.13, -0.35, 0.05], [0.01, 0.42, -0.10], [0.08, 0.20, 0.13], [0.07, -0.16, 0.09], [0.03, 0.04, -0.05], [-0.07, -0.15, 0.00], [-0.06, 0.15, -0.11], [-0.01, 0.01, 0.00], [-0.03, 0.03, -0.09], [-0.02, -0.04, 0.01], [0.04, -0.03, -0.04], [0.00, -0.04, 0.01], [0.02, -0.02, -0.03], [-0.03, 0.01, 0.04], [0.02, 0.03, 0.00], [0.12, 0.54, 0.25], [0.33, -0.76, 0.02], [0.10, 0.08, 0.01], [-0.01, 0.01, 0.02], [0.03, -0.04, 0.05], [-0.18, -0.04, -0.02], [0.03, -0.03, -0.03], [0.01, 0.00, -0.01], [0.00, 0.03, 0.00], [0.00, -0.01, 0.00], [0.01, -0.03, 0.00], [-0.03, -0.01, -0.02], [0.00, -0.02, -0.04], [-0.01, 0.05, -0.02]]
}

***

{
  "formula": "C19H25Cl2N4O2V",
  "method": "ωB97M-V with the def2-TZVPD basis set",
  "molar_mass_da": 463.29,
  "gap_ha": [0.2328, 0.2607],
  "de_lowest_kj_mol": 27.0,
  "homo_energy_ev": [-19.0, -19.1],
  "total_charge": 3,
  "multiplicity": 2,
  "species": ["V", "C", "C", "N", "C", "C", "C", "C", "C", "C", "C", "N", "C", "C", "N", "N", "H", "H", "H", "H", "H", "H", "H", "H", "H", "H", "H", "H", "H", "H", "H", "H", "H", "H", "C", "C", "C", "C", "C", "C", "H", "H", "H", "H", "H", "H", "Cl", "C", "Cl", "C", "O", "O", "H"],
  "coordinates": [[0.057, -0.305, -0.147], [1.566, -1.503, 2.240], [0.351, -0.804, 2.825], [-0.677, -0.819, 1.780], [-1.795, 0.064, 2.108], [-1.335, 1.444, 1.730], [-1.815, 2.609, 2.304], [-1.293, 3.832, 1.893], [-0.293, 3.830, 0.932], [0.134, 2.622, 0.394], [1.190, 2.549, -0.662], [1.530, 1.140, -0.916], [2.878, 0.764, -0.458], [2.773, 0.250, 0.972], [1.845, -0.886, 0.936], [-0.382, 1.444, 0.774], [1.349, -2.566, 2.088], [2.425, -1.425, 2.916], [0.588, 0.234, 3.082], [0.007, -1.311, 3.735], [-1.013, -1.783, 1.685], [-2.054, 0.012, 3.176], [-2.690, -0.216, 1.534], [-2.584, 2.563, 3.062], [-1.653, 4.759, 2.319], [0.157, 4.753, 0.600], [2.072, 3.120, -0.345], [0.817, 3.039, -1.571], [1.508, 0.980, -1.925], [3.573, 1.609, -0.517], [3.259, -0.031, -1.106], [2.392, 1.027, 1.645], [3.759, -0.067, 1.334], [2.290, -1.613, 0.356], [-1.777, -1.437, -3.529], [-2.690, -1.850, -2.568], [-2.941, -1.050, -1.454], [-2.267, 0.166, -1.293], [-1.320, 0.571, -2.253], [-1.098, -0.233, -3.381], [-1.631, -2.029, -4.419], [-3.245, -2.764, -2.709], [-3.703, -1.351, -0.748], [-2.646, 0.901, -0.586], [-0.973, 1.602, -2.264], [-0.442, 0.114, -4.168], [2.455, -3.737, -0.572], [1.015, -3.668, -1.658], [-0.092, -5.011, -1.377], [0.452, -2.337, -1.203], [1.026, -1.282, -1.556], [-0.443, -2.258, -0.350], [1.384, -3.659, -2.688]],
  "atomic_forces_ev_per_a": [[0.49, 0.07, -0.07], [-0.36, -0.13, 0.78], [1.05, -0.08, 0.43], [-0.50, -0.63, -0.57], [-0.74, 0.63, 0.28], [-0.50, 0.22, 0.61], [0.09, -0.33, -0.20], [0.07, -0.23, -0.14], [0.05, -0.29, -0.06], [0.13, 0.64, -0.09], [-0.22, 0.70, 0.17], [-0.56, -0.45, -0.60], [0.78, -0.32, 0.60], [0.52, 0.60, -0.22], [-0.31, -0.29, -0.58], [-0.17, 0.56, 0.29], [0.09, 0.15, -0.05], [-0.06, -0.03, -0.15], [-0.12, -0.12, -0.04], [-0.08, 0.13, -0.19], [0.02, 0.15, -0.04], [0.07, -0.07, -0.30], [0.23, -0.03, 0.14], [-0.02, -0.05, 0.06], [0.02, 0.01, 0.02], [0.05, 0.07, -0.05], [-0.13, -0.16, -0.12], [0.15, -0.20, 0.07], [-0.04, 0.02, 0.12], [-0.17, -0.14, -0.08], [-0.06, 0.13, 0.05], [0.04, -0.15, -0.03], [-0.19, 0.05, 0.01], [-0.15, 0.19, 0.10], [0.08, 0.16, 0.05], [-0.05, 0.21, 0.26], [0.06, 0.00, -0.03], [-0.17, -0.03, 0.04], [-0.13, 0.01, -0.32], [0.04, 0.15, 0.23], [0.03, -0.07, -0.13], [-0.06, -0.13, 0.01], [-0.04, 0.02, 0.03], [0.14, -0.16, 0.05], [0.07, -0.12, 0.10], [0.08, -0.01, -0.02], [0.10, -0.38, -0.15], [-0.22, -0.38, 0.22], [0.41, 0.60, -0.20], [0.65, -2.72, -1.15], [0.38, 1.47, -0.34], [-0.68, 0.74, 0.94], [-0.15, 0.03, 0.22]]
}

***

{
  "formula": "C19H25ClFN3O2",
  "method": "ωB97M-V with the def2-TZVPD basis set",
  "molar_mass_da": 381.88,
  "gap_ha": 0.3392,
  "de_lowest_kj_mol": 150.3,
  "homo_energy_ev": -8.5,
  "smiles": "C=C(C)CN(CC)C(=O)C[C@@H]1C(=O)NCCN1Cc1c(F)cccc1Cl",
  "multiplicity": 1,
  "species": ["C", "C", "C", "C", "N", "C", "C", "C", "O", "C", "C", "C", "O", "N", "C", "C", "N", "C", "C", "C", "F", "C", "C", "C", "C", "Cl", "H", "H", "H", "H", "H", "H", "H", "H", "H", "H", "H", "H", "H", "H", "H", "H", "H", "H", "H", "H", "H", "H", "H", "H", "H"],
  "coordinates": [[-4.694, -0.574, -1.098], [-4.550, -0.421, 0.208], [-5.475, -1.036, 1.212], [-3.422, 0.410, 0.777], [-2.113, -0.011, 0.307], [-1.587, -1.238, 0.864], [-1.927, -2.473, 0.029], [-1.462, 0.781, -0.565], [-1.950, 1.824, -0.984], [-0.071, 0.367, -1.015], [1.021, 0.797, 0.014], [0.429, 1.688, 1.106], [0.042, 1.252, 2.172], [0.433, 2.992, 0.793], [0.667, 3.443, -0.559], [1.917, 2.773, -1.144], [2.167, 1.471, -0.551], [3.010, 0.625, -1.378], [3.614, -0.473, -0.547], [3.252, -1.805, -0.709], [2.337, -2.119, -1.653], [3.779, -2.829, 0.056], [4.705, -2.516, 1.035], [5.089, -1.203, 1.237], [4.544, -0.198, 0.453], [5.027, 1.430, 0.725], [-5.489, -1.164, -1.522], [-4.016, -0.108, -1.793], [-5.928, -0.259, 1.827], [-4.927, -1.705, 1.876], [-6.266, -1.599, 0.723], [-3.542, 1.451, 0.462], [-3.428, 0.370, 1.870], [-0.508, -1.151, 0.989], [-2.013, -1.350, 1.864], [-1.528, -2.385, -0.978], [-1.498, -3.357, 0.495], [-3.003, -2.600, -0.044], [0.112, 0.890, -1.956], [-0.011, -0.702, -1.205], [1.401, -0.095, 0.526], [-0.001, 3.626, 1.447], [0.801, 4.525, -0.550], [-0.214, 3.210, -1.170], [1.800, 2.712, -2.238], [2.802, 3.386, -0.937], [3.817, 1.252, -1.769], [2.466, 0.191, -2.232], [3.457, -3.843, -0.119], [5.127, -3.299, 1.645], [5.807, -0.951, 2.001]],
  "atomic_forces_ev_per_a": [[-0.03, 0.04, 0.02], [-0.16, -0.03, 0.08], [-0.03, 0.04, -0.21], [0.03, 0.29, -0.12], [-0.26, 0.10, 0.20], [0.17, -0.41, -0.18], [0.01, 0.11, 0.22], [0.08, -0.18, -0.34], [-0.09, 0.22, -0.20], [-0.05, 0.08, 0.08], [-0.16, -0.16, 0.16], [0.44, -0.21, 0.12], [-0.15, -0.22, 0.23], [0.00, 0.60, 0.19], [-0.05, -0.08, -0.47], [0.12, 0.24, 0.00], [0.03, -0.07, -0.11], [-0.10, 0.03, 0.07], [-0.04, -0.10, -0.15], [0.24, 0.08, 0.20], [0.01, 0.03, 0.03], [-0.13, 0.01, -0.13], [-0.07, 0.08, -0.09], [0.05, 0.13, 0.04], [-0.13, -0.46, -0.04], [0.24, 0.30, 0.09], [-0.20, -0.14, -0.01], [0.21, 0.13, -0.14], [-0.06, 0.01, 0.13], [0.04, -0.06, 0.12], [-0.09, -0.05, 0.01], [-0.02, -0.16, 0.17], [0.02, -0.01, -0.04], [-0.06, 0.02, 0.10], [0.14, 0.08, -0.01], [0.04, 0.00, -0.12], [0.06, -0.14, 0.02], [-0.04, -0.06, -0.04], [-0.10, -0.06, 0.05], [0.03, -0.04, -0.03], [-0.17, 0.21, 0.03], [0.00, -0.17, 0.02], [0.00, -0.10, -0.01], [0.19, 0.12, 0.06], [-0.02, 0.03, 0.06], [-0.04, -0.01, -0.12], [-0.08, -0.05, -0.04], [0.10, 0.10, 0.03], [-0.05, -0.10, -0.03], [0.04, -0.07, 0.06], [0.06, 0.05, 0.06]]
}